An isolated molecule of C3H9N3S. Source: the Open Molecules 2025 dataset; level of theory: ωB97M-V/def2-TZVPD.

## Properties
Charge   0
2S+1   1
Energy above the lowest of the compared OMol25 structures with the same formula, charge and spin   385.5 kJ/mol
Max |F|   6.56 eV/A
E_LUMO   0.6039 eV
SMILES string   C/C(=N/N)N(C)S
E_tot   -682.0191 Ha

Positions of all 16 atoms, in Å:
C 0.88 1.50 0.91
C -0.89 0.40 -0.07
C -1.34 1.55 -0.71
H 0.89 2.33 0.17
H 0.09 1.86 1.67
H 1.82 1.24 1.52
H 1.69 -1.98 -0.07
H -2.46 1.41 -0.90
H -0.51 1.81 -1.57
H -1.24 2.47 0.01
H -1.93 -2.39 0.78
H -0.31 -2.00 1.14
N 0.40 0.16 0.50
N -1.66 -0.63 -0.12
N -1.17 -1.87 0.36
S 1.69 -0.57 -0.55

Mulliken population analysis, charges in e, atoms 1 to 8:
1 C -1.06
2 C 0.68
3 C -0.81
4 H 0.34
5 H 0.40
6 H 0.32
7 H 0.15
8 H 0.32


An isolated molecule of C3H9N3S. Source: the Open Molecules 2025 dataset; level of theory: ωB97M-V/def2-TZVPD.

## Properties
Charge   0
2S+1   1
Energy above the lowest of the compared OMol25 structures with the same formula, charge and spin   225.9 kJ/mol
Max |F|   5.12 eV/A
E_LUMO   0.5561 eV
SMILES string   [H]/N=C(/N)[C@@H](S)CN
E_tot   -682.0799 Ha

Positions of all 16 atoms, in Å:
C 0.71 0.89 0.20
C -0.71 0.15 -0.03
C -0.28 -0.96 -0.91
H -0.16 2.59 0.79
H 0.40 1.76 2.02
H 0.85 1.22 -0.94
H 1.55 0.19 0.53
H -1.37 0.94 -0.55
H -0.38 -0.30 2.05
H 0.62 -2.93 -0.92
H -0.46 -2.68 0.43
H 0.07 0.23 -2.57
N 0.78 2.04 1.05
N 0.10 -2.17 -0.40
N -0.03 -0.77 -2.15
S -1.69 -0.20 1.39

Mulliken population analysis, charges in e, atoms 1 to 8:
1 C -0.82
2 C -0.14
3 C 0.61
4 H 0.29
5 H 0.32
6 H 0.27
7 H 0.34
8 H 0.28


The ion C3H9N4 with charge +1. Source: the Open Molecules 2025 dataset; level of theory: ωB97M-V/def2-TZVPD.

## Properties
Charge   +1
2S+1   1
Energy above the lowest of the compared OMol25 structures with the same formula, charge and spin   416.6 kJ/mol
Max |F|   3.73 eV/A
E_LUMO (alpha / beta)   -5.6177 / -5.6173 eV
SMILES string   N/C=C\[C@@H](N)N=[NH2+]
E_tot   -338.3622 Ha

Positions of all 16 atoms, in Å:
C 0.30 0.75 -0.25
C 1.61 1.00 0.09
C -0.56 -0.49 -0.32
N -1.60 -0.05 0.47
N 0.19 -1.63 0.06
N -2.62 0.57 0.08
N 2.52 0.04 0.23
H -0.21 1.68 -0.26
H 1.83 2.00 -0.14
H -1.00 -0.62 -1.38
H -0.30 -2.40 -0.37
H 0.45 -1.85 0.99
H -3.08 0.88 0.93
H -3.03 0.83 -0.82
H 3.42 0.14 0.63
H 2.08 -0.86 0.05

Mulliken population analysis, charges in e, atoms 1 to 8:
1 C -0.96
2 C -0.17
3 C 0.90
4 N -0.13
5 N -0.75
6 N -0.14
7 N -0.33
8 H 0.26


A structure of composition C3H9N4. Source: the Open Molecules 2025 dataset; level of theory: ωB97M-V/def2-TZVPD.

## Properties
Charge   +1
2S+1   1
Energy above the lowest of the compared OMol25 structures with the same formula, charge and spin   403.0 kJ/mol
Max |F|   5.61 eV/A
E_LUMO   -3.2097 eV
E_tot   -338.3673 Ha

Positions of all 16 atoms, in Å:
C 0.99 0.58 -0.04
C -0.71 -0.20 -0.56
C -1.78 0.52 0.24
N 1.80 -0.41 0.23
N -0.34 -1.46 -0.05
N 1.21 1.91 -0.11
N 1.12 -1.59 -0.01
H -0.59 -0.22 -1.60
H -2.47 1.34 -0.28
H -1.34 1.02 1.23
H -2.48 -0.30 0.58
H -0.80 -1.64 0.86
H 0.37 2.40 -0.34
H 2.14 2.33 0.00
H 1.53 -1.96 -0.89
H 1.36 -2.31 0.76

Mulliken population analysis, charges in e, atoms 1 to 8:
1 C 0.44
2 C 0.08
3 C -1.28
4 N -0.75
5 N -0.41
6 N -0.35
7 N 0.18
8 H 0.49


A cluster of 2 separate species, C3H9N4 in total. Source: the Open Molecules 2025 dataset; level of theory: ωB97M-V/def2-TZVPD.

## Properties
Charge   +1
2S+1   1
Energy above the lowest of the compared OMol25 structures with the same formula, charge and spin   250.8 kJ/mol
Max |F|   4.04 eV/A
E_LUMO (alpha / beta)   -4.8072 / -4.8068 eV
E_tot   -338.4253 Ha

Positions of all 16 atoms, in Å:
C -1.87 0.58 -0.01
C -0.83 1.24 0.65
C -1.24 -0.68 -0.56
N 0.34 0.65 0.39
N -0.81 2.41 1.31
N 2.50 -1.62 -0.49
N 0.18 -0.44 -0.21
H -2.99 0.90 -0.07
H -1.65 -1.63 -0.03
H -1.51 -0.99 -1.69
H 2.36 -2.39 -1.13
H -1.66 2.95 1.29
H 0.05 3.02 1.47
H 2.74 -1.92 0.40
H 1.17 -1.13 -0.41
H 3.21 -0.93 -0.91

Mulliken population analysis, charges in e, atoms 1 to 8:
1 C -0.36
2 C 0.49
3 C -0.50
4 N -0.54
5 N -0.45
6 N -0.83
7 N 0.36
8 H 0.28


A structure of composition C3H9N4. Source: the Open Molecules 2025 dataset; level of theory: ωB97M-V/def2-TZVPD.

## Properties
Charge   +1
2S+1   1
Energy above the lowest of the compared OMol25 structures with the same formula, charge and spin   189.9 kJ/mol
Max |F|   2.94 eV/A
E_LUMO   -3.8376 eV
E_tot   -338.4485 Ha

Positions of all 16 atoms, in Å:
C 1.88 -0.97 -0.27
C 2.12 1.36 -0.20
C -2.03 0.49 0.08
N 0.98 -1.28 0.61
N -0.78 0.44 0.52
N 2.02 0.23 -0.80
N -2.61 -0.31 -0.78
H 2.61 -1.70 -0.57
H 2.08 1.34 0.91
H 2.11 2.31 -0.79
H -2.81 1.22 0.47
H 0.95 -2.18 0.95
H -0.09 -0.59 0.43
H -0.63 0.99 1.38
H -2.17 -1.12 -1.20
H -3.64 -0.24 -0.76

Mulliken population analysis, charges in e, atoms 1 to 8:
1 C 0.12
2 C -0.27
3 C 0.15
4 N -0.47
5 N -0.41
6 N -0.35
7 N -0.33
8 H 0.44


A cluster of 2 separate species, C3H9N4 in total. Source: the Open Molecules 2025 dataset; level of theory: ωB97M-V/def2-TZVPD.

## Properties
Charge   +1
2S+1   1
Energy above the lowest of the compared OMol25 structures with the same formula, charge and spin   605.2 kJ/mol
Max |F|   3.58 eV/A
E_LUMO   -6.2366 eV
E_tot   -338.2904 Ha

Positions of all 16 atoms, in Å:
C -0.55 1.04 0.50
C 0.81 1.23 0.50
C -1.25 0.10 -0.34
N 1.96 1.39 0.15
N 0.64 -1.64 -0.11
N 3.13 1.69 0.09
N -2.56 -0.26 0.13
H -1.02 1.46 1.36
H -1.24 0.28 -1.45
H -0.63 -0.89 -0.41
H 0.94 -1.19 0.83
H 0.64 -2.61 0.08
H 3.76 1.25 -0.56
H 1.44 -1.40 -0.66
H -3.08 0.55 0.21
H -2.98 -0.99 -0.33

Mulliken population analysis, charges in e, atoms 1 to 8:
1 C -0.18
2 C 0.25
3 C 0.05
4 N 0.67
5 N -0.80
6 N -0.95
7 N -0.59
8 H 0.38


The ion C3H9N4 with charge +1. Source: the Open Molecules 2025 dataset; level of theory: ωB97M-V/def2-TZVPD.

## Properties
Charge   +1
2S+1   1
Energy above the lowest of the compared OMol25 structures with the same formula, charge and spin   425.6 kJ/mol
Max |F|   4.43 eV/A
E_LUMO (alpha / beta)   -4.9365 / -4.9386 eV
E_tot   -338.3587 Ha

Positions of all 16 atoms, in Å:
C -0.55 1.18 0.44
C 1.51 -0.16 0.29
C 0.73 -1.22 -0.51
N -1.28 2.16 0.86
N 0.66 0.85 0.86
N -0.35 -0.73 -1.28
N -1.40 -1.42 -1.23
H 2.06 -0.61 1.02
H 2.27 0.18 -0.35
H 1.50 -1.47 -1.25
H 0.48 -2.08 0.22
H -0.87 2.77 1.51
H 1.04 1.43 1.52
H -2.17 -1.28 -1.92
H -2.01 2.39 0.26
H -1.62 -1.98 -0.45

Mulliken population analysis, charges in e, atoms 1 to 8:
1 C -0.07
2 C -0.60
3 C -0.34
4 N -0.26
5 N -0.12
6 N -0.01
7 N -0.15
8 H 0.42


An isolated molecule of C3H9N5. Source: the Open Molecules 2025 dataset; level of theory: ωB97M-V/def2-TZVPD.

## Properties
Charge   0
2S+1   1
Energy above the lowest of the compared OMol25 structures with the same formula, charge and spin   445.7 kJ/mol
Max |F|   3.01 eV/A
E_LUMO   0.5396 eV
E_tot   -393.3438 Ha

Positions of all 17 atoms, in Å:
C -1.48 0.32 -1.10
N -1.76 1.64 -0.78
C 0.92 -0.43 -1.34
N 0.01 -0.12 -0.54
H -1.28 2.28 -1.41
H -1.31 1.81 0.24
H -2.11 -0.37 -0.54
H -1.47 0.10 -2.17
H 0.78 -0.40 -2.42
H 1.91 -0.69 -0.97
N 1.36 -0.33 1.65
N 1.10 -1.73 1.69
C 0.41 0.53 1.13
N -0.25 1.49 1.41
H 1.69 -0.01 2.55
H 1.38 -2.15 0.81
H 0.10 -1.91 1.79

Mulliken population analysis, charges in e, atoms 1 to 8:
1 C -0.48
2 N -0.66
3 C -0.43
4 N -0.05
5 H 0.26
6 H 0.45
7 H 0.27
8 H 0.36


An isolated molecule of C3H9N5. Source: the Open Molecules 2025 dataset; level of theory: ωB97M-V/def2-TZVPD.

## Properties
Charge   0
2S+1   1
Energy above the lowest of the compared OMol25 structures with the same formula, charge and spin   246.8 kJ/mol
Max |F|   1.62 eV/A
E_LUMO   0.9885 eV
SMILES string   C/C(N=C(N)N)=N\N
E_tot   -393.4195 Ha

Positions of all 17 atoms, in Å:
C -2.24 0.63 0.00
C 1.31 0.58 -0.10
C -0.78 0.35 -0.20
N -0.83 -1.99 0.04
N 2.33 0.87 -0.97
N 1.78 0.03 1.08
N 0.15 1.31 -0.16
N -0.21 -0.84 -0.41
H -1.30 -1.98 0.94
H -1.00 -2.64 -0.72
H 3.21 1.11 -0.53
H 2.06 1.50 -1.70
H 2.34 -0.81 0.92
H 1.00 -0.24 1.66
H -2.43 1.70 -0.15
H -2.84 0.07 -0.71
H -2.55 0.36 1.01

Mulliken population analysis, charges in e, atoms 1 to 8:
1 C -1.07
2 C 0.94
3 C 0.54
4 N -0.48
5 N -0.48
6 N -0.62
7 N -0.83
8 N -0.36